[1]
The following is a DFT calculation (ωB97M-V/def2-TZVPD) of C6H10O in the gas phase.

Output
HOMO energy = -8.371 eV
energy above the lowest of the compared OMol25 structures with the same formula, charge and spin = 3.4744 eV

```
! RIJCOSX wB97M-V def2-TZVPD def2/J DEFGRID3
* xyz 0 1
O 2.514 -0.342 2.246
C 2.641 -0.545 1.061
C 1.595 -0.205 0.031
C 0.292 0.296 0.640
C -0.520 1.150 -0.270
C -1.779 -0.322 -1.238
C -1.950 0.813 -0.178
H 3.575 -0.997 0.663
H 2.008 0.550 -0.652
H 1.425 -1.098 -0.589
H 0.545 1.021 1.435
H -0.239 -0.527 1.151
H -0.836 -0.189 -1.795
H -2.573 -0.282 -1.984
H -1.749 -1.301 -0.755
H -2.632 1.589 -0.534
H -2.317 0.388 0.769
*
```

=====

[2]
The following is a DFT calculation (ωB97M-V/def2-TZVPD) of a 2-piece molecular cluster, C6H9N3O3 overall in a non-equilibrium geometry.

Output
HOMO energy = -9.592 eV
energy above the lowest of the compared OMol25 structures with the same formula, charge and spin = 11.7863 eV

```
! RIJCOSX wB97M-V def2-TZVPD def2/J DEFGRID3
* xyz 0 1
C -0.028 -0.657 -2.002
C 0.084 0.219 0.318
C 1.517 0.429 0.381
C 1.745 1.119 1.750
C -1.899 0.146 1.099
C -1.755 -0.569 -0.154
H 0.908 0.104 -2.004
H -0.866 -0.385 -2.750
H 0.238 -1.937 -2.033
H 1.719 1.293 -0.318
H 2.319 -0.250 0.006
H 0.885 1.819 1.922
H 1.411 0.278 2.486
H 3.751 0.522 0.722
H -2.891 0.188 1.670
N -0.542 -0.196 -0.622
N -0.592 0.381 1.445
N -2.819 -1.139 -1.116
O 3.171 1.595 2.078
O -2.509 -1.520 -2.263
O -3.845 -1.440 -0.614
*
```

=====

[3]
The following is a DFT calculation (ωB97M-V/def2-TZVPD) of C25H41BF2GaN6SiTe as an isolated structure.

Output
HOMO energy = -10.080 eV
energy above the lowest of the compared OMol25 structures with the same formula, charge and spin = 0.0466 eV

```
! RIJCOSX wB97M-V def2-TZVPD def2/J DEFGRID3
* xyz 1 1
Ga -0.907 1.532 -0.218
C -0.983 0.724 1.615
Si 0.714 0.226 2.175
C 1.814 1.187 0.957
N 1.338 1.089 -0.446
C 1.930 2.179 -1.263
C 3.434 2.040 -1.464
C 3.797 0.638 -2.002
C 2.541 -0.192 -2.267
C 1.662 -0.257 -1.024
C 1.172 0.857 3.879
C 1.265 -0.021 4.963
C 1.585 0.439 6.234
C 1.825 1.789 6.444
C 1.736 2.679 5.382
C 1.409 2.216 4.116
C 0.988 -1.625 2.177
C -0.076 -2.489 2.446
C 0.127 -3.854 2.603
C 1.405 -4.384 2.486
C 2.477 -3.542 2.217
C 2.267 -2.177 2.073
H -1.322 1.536 2.270
H -1.712 -0.085 1.688
H 2.878 0.938 1.039
H 1.706 2.234 1.260
H 1.698 3.127 -0.777
H 1.428 2.199 -2.235
H 3.944 2.229 -0.519
H 3.759 2.822 -2.151
H 4.417 0.106 -1.277
H 4.383 0.718 -2.917
H 2.812 -1.212 -2.542
H 1.994 0.226 -3.119
H 2.179 -0.843 -0.264
H 0.731 -0.786 -1.237
H 1.090 -1.080 4.812
H 1.652 -0.259 7.059
H 2.079 2.148 7.433
H 1.924 3.734 5.540
H 1.329 2.935 3.307
H -1.078 -2.090 2.560
H -0.710 -4.505 2.826
H 1.570 -5.446 2.618
H 3.477 -3.949 2.136
H 3.125 -1.535 1.895
C -0.473 0.551 -4.879
N -1.822 0.770 -4.378
C -2.890 1.049 -5.334
C -2.011 0.883 -3.045
N -1.048 0.867 -2.178
N -3.336 0.979 -2.660
C -3.835 1.028 -1.370
N -5.167 0.797 -1.289
N -3.067 1.278 -0.376
H -0.532 0.243 -5.918
H 0.012 -0.255 -4.328
H 0.139 1.456 -4.820
H -2.486 0.963 -6.337
H -3.281 2.062 -5.217
H -3.706 0.324 -5.260
H -0.142 0.811 -2.618
H -4.016 0.911 -3.395
H -5.731 0.576 -2.089
H -5.628 0.862 -0.400
H -3.539 1.265 0.521
F -1.343 3.954 -1.877
B -0.941 3.601 -0.641
F -0.715 4.638 0.160
C -3.404 -2.999 0.445
Te -1.905 -2.214 -0.860
C -0.895 -4.080 -1.060
H -2.927 -3.693 1.134
H -4.173 -3.510 -0.126
H -3.843 -2.177 1.007
H -1.610 -4.847 -1.349
H -0.420 -4.331 -0.115
H -0.138 -3.980 -1.837
*
```

=====

[4]
The following is a DFT calculation (ωB97M-V/def2-TZVPD) of C20H55BrFeN5O5 as an isolated structure in a non-equilibrium geometry.

Output
HOMO energy (spin up / spin down) = -5.204 / -11.269 eV
energy above the lowest of the compared OMol25 structures with the same formula, charge and spin = 1.8067 eV

```
! RIJCOSX wB97M-V def2-TZVPD def2/J DEFGRID3
* xyz 1 9
Fe -2.116 0.873 0.501
Br -0.554 -1.024 0.650
C -0.312 -3.224 4.689
C 0.060 -1.766 4.905
C 0.722 -1.601 6.229
O -0.098 -1.869 7.360
C 0.560 -2.571 8.429
N 0.823 -1.292 3.771
H 0.613 -3.749 4.451
H -0.964 -3.390 3.832
H -0.666 -3.820 5.530
H -0.890 -1.264 5.085
H 1.064 -0.567 6.281
H 1.633 -2.194 6.161
H -0.041 -2.434 9.328
H 1.533 -2.105 8.581
H 0.534 -3.651 8.281
H 1.698 -1.769 3.603
H 0.366 -1.316 2.870
C -4.000 2.927 2.618
C -2.589 2.382 2.996
C -2.609 0.949 3.455
O -3.009 0.161 2.394
C -3.286 -1.220 2.755
N -1.670 2.581 1.800
H -4.080 3.986 2.375
H -4.734 2.835 3.418
H -4.444 2.415 1.765
H -2.159 2.994 3.790
H -3.209 0.791 4.351
H -1.588 0.700 3.741
H -2.374 -1.803 2.887
H -3.714 -1.779 1.923
H -3.901 -1.241 3.655
H -0.823 2.582 2.350
H -1.895 3.499 1.444
C 2.013 -4.000 -0.578
C 2.790 -3.072 -1.546
C 2.185 -3.162 -2.945
O 3.019 -2.549 -3.964
C 2.750 -3.015 -5.205
N 2.777 -1.777 -1.035
H 2.189 -5.045 -0.833
H 0.948 -3.794 -0.469
H 2.317 -3.782 0.446
H 3.846 -3.337 -1.611
H 1.187 -2.730 -3.013
H 1.992 -4.217 -3.134
H 3.592 -2.819 -5.868
H 1.875 -2.544 -5.653
H 2.713 -4.095 -5.352
H 3.046 -1.097 -1.731
H 1.823 -1.501 -0.850
C 1.070 2.237 -0.231
C 0.009 3.157 -0.763
C 0.395 3.828 -2.053
O 1.225 4.989 -1.781
C 1.851 5.636 -2.826
N -1.096 2.239 -1.035
H 1.998 2.710 0.090
H 1.414 1.472 -0.928
H 0.740 1.640 0.619
H -0.318 3.898 -0.033
H 0.852 3.172 -2.793
H -0.533 4.276 -2.408
H 2.326 6.522 -2.406
H 1.096 5.978 -3.534
H 2.556 4.972 -3.327
H -0.772 1.602 -1.749
H -1.572 2.884 -1.650
C -2.291 -0.527 -3.817
C -0.768 -0.329 -3.982
C -0.348 0.600 -5.163
O 1.059 0.853 -5.204
C 1.327 1.809 -6.247
N -0.190 0.171 -2.753
H -2.784 -0.900 -4.714
H -2.688 0.472 -3.638
H -2.573 -1.161 -2.976
H -0.241 -1.278 -4.081
H -0.852 1.549 -4.978
H -0.664 0.133 -6.095
H 1.047 2.807 -5.908
H 0.769 1.559 -7.149
H 2.407 1.866 -6.379
H -0.191 -0.569 -2.065
H 0.796 0.248 -2.957
*
```

=====

[5]
The following is a DFT calculation (ωB97M-V/def2-TZVPD) of C8H23BMnO5 as an isolated structure in a non-equilibrium geometry.

Output
HOMO energy (spin up / spin down) = 1.502 / 1.499 eV
energy above the lowest of the compared OMol25 structures with the same formula, charge and spin = 4.7901 eV

```
! RIJCOSX wB97M-V def2-TZVPD def2/J DEFGRID3
* xyz -2 6
Mn -0.013 -0.276 -0.168
C 4.001 -0.193 -1.069
C 3.030 0.427 -0.078
O 1.850 0.937 -0.558
H 3.580 -1.113 -1.476
H 4.955 -0.368 -0.572
H 4.087 0.483 -1.920
H 3.531 1.273 0.393
H 2.831 -0.270 0.736
O -0.573 3.798 -2.858
C -1.719 2.959 -3.082
C -2.057 1.762 -1.998
O -0.935 1.141 -1.380
H -1.689 2.599 -4.110
H -2.610 3.584 -3.130
H -2.703 0.986 -2.407
H -2.649 2.256 -1.228
B 0.646 -2.189 -0.841
H -0.363 -1.966 -1.151
H 0.702 -1.838 0.178
H 0.803 -3.256 -0.880
H 1.235 -1.682 -1.590
C 0.422 1.737 2.424
O 0.122 0.509 1.821
C -0.625 -0.278 2.717
C -1.141 -1.595 2.066
O -1.643 -1.196 0.740
C -2.475 -2.257 0.186
H -0.472 2.314 2.659
H 1.178 2.160 1.762
H 0.895 1.628 3.400
H -1.557 0.211 3.001
H -0.031 -0.581 3.580
H -1.977 -1.902 2.695
H -0.366 -2.359 2.011
H -2.811 -1.903 -0.788
H -3.400 -2.281 0.762
H -2.059 -3.264 0.151
*
```

=====

[6]
The following is a DFT calculation (ωB97M-V/def2-TZVPD) of a 4-piece molecular cluster, C26H25BF3N3OS overall in a non-equilibrium geometry.

Output
HOMO energy = -8.870 eV
SMILES = CB(O)c1c(CN)ccc2nsnc12.Fc1ccccc1.Fc1ccccc1.Fc1ccccc1

```
! RIJCOSX wB97M-V def2-TZVPD def2/J DEFGRID3
* xyz 0 1
C 0.979 -1.731 0.758
B -0.312 -1.521 1.684
O -0.619 -2.545 2.616
C -1.332 -0.282 1.643
C -0.927 1.141 1.581
C 0.580 1.558 1.501
N 1.253 1.569 2.839
C -1.955 2.281 1.591
C -3.397 2.045 1.639
C -3.899 0.627 1.674
N -5.206 0.199 1.698
S -5.183 -1.472 1.727
N -3.531 -1.687 1.714
C -2.839 -0.503 1.679
H 0.680 -1.933 -0.319
H 1.471 -2.697 1.102
H 1.765 -0.935 0.843
H -1.561 -2.496 2.869
H 1.140 0.976 0.720
H 0.603 2.639 1.155
H 2.048 2.214 2.726
H 1.672 0.657 3.043
H -1.647 3.358 1.554
H -4.133 2.891 1.652
F 2.697 -1.139 6.278
C 1.440 -1.552 6.518
C 0.408 -1.074 5.731
C -0.891 -1.504 5.975
C -1.142 -2.398 7.010
C -0.096 -2.867 7.797
C 1.204 -2.446 7.547
H 0.622 -0.371 4.935
H -1.706 -1.141 5.359
H -2.156 -2.730 7.202
H -0.294 -3.561 8.605
H 2.032 -2.808 8.144
F 3.668 0.637 -0.602
C 3.568 0.345 -1.912
C 4.506 -0.487 -2.497
C 4.398 -0.791 -3.848
C 3.360 -0.253 -4.600
C 2.427 0.585 -4.003
C 2.527 0.882 -2.649
H 5.312 -0.891 -1.896
H 5.123 -1.448 -4.314
H 3.279 -0.488 -5.656
H 1.621 1.007 -4.591
H 1.803 1.527 -2.165
F 0.616 0.042 -7.005
C -0.495 0.793 -6.922
C -1.711 0.255 -7.304
C -2.860 1.031 -7.213
C -2.778 2.340 -6.751
C -1.551 2.872 -6.375
C -0.403 2.094 -6.455
H -1.755 -0.764 -7.669
H -3.818 0.616 -7.502
H -3.675 2.946 -6.685
H -1.488 3.894 -6.020
H 0.560 2.492 -6.157
*
```

=====

[7]
The following is a DFT calculation (ωB97M-V/def2-TZVPD) of a 6-piece molecular cluster, C37H76BrIN2O12P3S overall in a non-equilibrium geometry.

Output
HOMO energy = -10.674 eV

```
! RIJCOSX wB97M-V def2-TZVPD def2/J DEFGRID3
* xyz 1 1
C 6.649 -3.246 1.360
C 6.334 -2.252 0.235
C 6.094 -0.816 0.728
C 4.944 -0.085 0.023
C 3.614 -0.185 0.781
C 3.372 0.947 1.779
C 1.997 0.875 2.459
C 1.027 1.945 1.953
C -0.315 2.044 2.705
C -1.544 2.037 1.787
C -2.474 0.844 2.026
C -3.692 0.923 1.101
C -5.075 1.346 1.662
C -4.947 2.779 2.180
C -5.824 0.469 2.713
C -5.059 -0.180 3.866
C -5.930 -1.210 4.581
I -4.497 1.264 5.344
C -5.852 1.128 0.376
P -7.357 2.095 -0.259
O -7.520 3.162 0.918
Br -5.994 3.242 -1.583
N -5.371 0.099 -0.305
P -6.367 -0.756 -1.464
O -7.425 -1.530 -0.760
O -6.887 0.381 -2.430
O -5.229 -1.534 -2.264
C -3.946 -0.232 0.082
C -3.574 -1.704 0.371
C -4.651 -2.771 0.596
C -3.969 -4.098 0.987
S -4.986 -5.273 1.831
O -6.334 -4.756 1.920
O -4.701 -6.582 1.291
O -4.302 -5.117 3.255
P -2.750 0.231 -1.312
N -1.288 -0.075 -0.892
H 5.717 -3.599 1.811
H 7.232 -2.749 2.127
H 7.180 -4.120 0.980
H 7.154 -2.261 -0.486
H 5.432 -2.581 -0.291
H 7.018 -0.239 0.637
H 5.861 -0.869 1.800
H 4.810 -0.514 -0.975
H 5.190 0.977 -0.091
H 3.616 -1.126 1.349
H 2.773 -0.219 0.080
H 4.160 0.905 2.539
H 3.464 1.905 1.257
H 2.090 0.966 3.544
H 1.540 -0.093 2.224
H 0.814 1.711 0.905
H 1.536 2.912 1.983
H -0.385 1.236 3.440
H -0.310 3.000 3.236
H -2.120 2.964 1.887
H -1.214 2.000 0.745
H -1.895 -0.049 1.786
H -2.781 0.837 3.072
H -3.495 1.778 0.435
H -4.170 2.794 2.949
H -5.862 3.139 2.644
H -4.630 3.466 1.390
H -6.430 -0.307 2.228
H -6.547 1.152 3.174
H -4.139 -0.647 3.518
H -5.308 -1.858 5.196
H -6.496 -1.813 3.868
H -6.656 -0.726 5.238
H -6.842 3.833 0.988
H -6.317 0.597 -3.167
H -5.618 -2.318 -2.667
H -2.872 -1.689 1.204
H -2.986 -2.051 -0.486
H -5.135 -2.975 -0.362
H -5.450 -2.487 1.279
H -3.697 -4.656 0.087
H -3.048 -3.953 1.554
H -4.889 -5.500 3.915
H -3.007 1.606 -1.469
H -3.226 -0.400 -2.469
H -0.843 -0.773 -1.474
C -2.164 -5.339 -2.263
C -1.883 -3.957 -2.796
O -1.356 -3.108 -2.112
C -2.281 -3.687 -4.226
H -1.824 -5.415 -1.233
H -3.233 -5.558 -2.317
H -1.647 -6.086 -2.866
H -3.354 -3.845 -4.357
H -1.767 -4.377 -4.895
H -2.024 -2.665 -4.496
C 0.082 3.751 -1.975
C 0.171 4.567 -0.708
O -0.599 4.392 0.210
C 1.269 5.593 -0.618
H -0.756 3.058 -1.895
H -0.067 4.408 -2.834
H 1.007 3.192 -2.114
H 1.172 6.324 -1.423
H 2.240 5.102 -0.700
H 1.197 6.102 0.341
C 8.633 -0.766 6.212
C 8.567 -1.402 4.845
O 7.517 -1.578 4.275
C 9.883 -1.809 4.226
H 7.630 -0.519 6.550
H 9.100 -1.450 6.922
H 9.240 0.140 6.175
H 10.393 -2.529 4.868
H 10.533 -0.939 4.121
H 9.709 -2.253 3.250
C 4.026 2.732 -3.786
C 4.074 3.538 -2.518
O 3.270 3.386 -1.623
C 5.180 4.558 -2.404
H 3.199 2.030 -3.759
H 3.912 3.383 -4.653
H 4.959 2.180 -3.908
H 5.108 5.281 -3.218
H 6.150 4.065 -2.484
H 5.115 5.075 -1.449
C 1.898 -0.517 -6.943
C 2.674 0.741 -7.254
O 3.154 1.421 -6.379
C 2.820 1.100 -8.712
H 1.864 -0.670 -5.867
H 0.884 -0.437 -7.338
H 2.373 -1.377 -7.418
H 1.837 1.234 -9.167
H 3.326 0.294 -9.248
H 3.395 2.017 -8.809
*
```

=====

[8]
The following is a DFT calculation (ωB97M-V/def2-TZVPD) of C10H24ClIN2OPSZr as an isolated structure in a non-equilibrium geometry.

Output
HOMO energy = -18.421 eV
energy above the lowest of the compared OMol25 structures with the same formula, charge and spin = 5.6419 eV

```
! RIJCOSX wB97M-V def2-TZVPD def2/J DEFGRID3
* xyz 3 1
C 0.122 -5.018 -4.144
I 0.686 -3.323 -2.926
H -0.961 -5.115 -4.082
H 0.628 -5.894 -3.737
H 0.448 -4.807 -5.164
Zr -0.096 -0.036 -1.086
P -0.153 1.426 -2.860
C 1.375 1.739 -3.761
C -1.310 0.784 -4.104
H -1.762 2.938 -1.915
H -0.940 3.652 -3.344
H -0.106 3.570 -1.761
C -0.804 3.055 -2.433
H -2.281 0.599 -3.630
H -1.422 1.514 -4.915
H 1.176 2.405 -4.609
H 1.800 0.798 -4.130
H -0.936 -0.163 -4.511
H 2.112 2.208 -3.097
C 1.863 -0.258 -1.187
O 2.987 -0.415 -1.303
Cl -2.365 0.326 -0.728
C 2.518 -0.159 2.444
N 1.292 -0.082 3.275
C 1.542 -0.097 4.722
C 0.004 -0.001 2.702
S 0.013 0.006 1.173
N -1.258 0.078 3.327
C -1.563 0.085 4.768
C -2.509 0.173 2.536
H 3.456 -0.218 3.036
H 2.597 0.741 1.812
H 2.484 -1.062 1.813
H 1.189 0.850 5.167
H 1.085 -0.999 5.165
H 2.616 -0.159 4.983
H -2.086 1.018 5.043
H -2.211 -0.772 5.025
H -0.708 0.017 5.447
H -2.490 1.094 1.929
H -2.611 -0.720 1.897
H -3.422 0.224 3.165
*
```

=====

[9]
The following is a DFT calculation (ωB97M-V/def2-TZVPD) of C4H7NO in the gas phase in a non-equilibrium geometry.

Output
HOMO energy (spin up / spin down) = -7.472 / -8.412 eV
energy above the lowest of the compared OMol25 structures with the same formula, charge and spin = 6.1609 eV

```
! RIJCOSX wB97M-V def2-TZVPD def2/J DEFGRID3
* xyz 0 1
O -1.087 2.165 -0.537
N -1.362 0.872 -0.972
C -0.291 0.137 -0.558
C 0.908 0.479 0.161
C 1.082 -0.898 0.745
C -0.351 -1.200 0.261
H -1.825 2.677 -0.897
H 0.230 -0.167 -1.507
H 1.336 1.437 0.429
H 1.892 -1.513 0.330
H 1.170 -0.915 1.838
H -0.553 -2.110 -0.307
H -1.084 -1.087 1.060
*
```